(w)
13
Properties=species:S:1:pos:R:3:mulliken_charge:R:1 method="wB97M-V/def2-TZVPD" lumo_energy_ev=0.46 homo_lumo_gap_ev=10.7
O -2.94 -0.27 0.22 -0.5291
C -1.77 -0.31 -0.02 0.4680
O -1.10 -1.47 -0.22 -0.4198
C -0.89 0.94 -0.06 0.2202
F -1.55 2.09 -0.07 -0.2747
C 0.40 0.91 -0.21 -0.0890
C 1.25 -0.33 -0.05 -0.4411
O 2.61 0.10 0.08 -0.5598
H -1.74 -2.19 -0.08 0.3321
H 0.87 1.88 -0.38 0.4188
H 1.20 -1.00 -0.94 0.2628
H 0.95 -0.93 0.83 0.3028
H 2.73 0.59 0.90 0.3090



(x)
13
Properties=species:S:1:pos:R:3:mulliken_charge:R:1 method="wB97M-V/def2-TZVPD" smiles="O=CC(=O)[C@H](F)CO" lumo_energy_ev=-2.01 homo_lumo_gap_ev=7.9
O 2.43 -1.08 0.44 -0.4123
C 2.17 -0.04 -0.10 -0.2187
C 0.91 0.62 0.02 0.5055
O 0.65 1.81 -0.34 -0.4770
C -0.33 -0.18 0.30 0.2090
F -0.76 -1.09 -0.78 -0.3603
C -1.67 0.62 0.42 -0.3407
O -2.66 -0.40 0.15 -0.5982
H 3.00 0.32 -0.64 0.4844
H -0.13 -0.73 1.14 0.2823
H -1.94 1.28 -0.59 0.2199
H -1.80 1.18 1.40 0.2960
H -2.10 -1.09 -0.30 0.4101



Which of them is the least stable? Correct choice: (x).



(w)
26
Properties=species:S:1:pos:R:3:mulliken_charge:R:1 method="wB97M-V/def2-TZVPD" total_charge=+1 lumo_energy_ev="-4.68 / -4.75" homo_lumo_gap_ev="7.4 / 7.0"
C -1.76 1.71 -1.37 -0.5867
C -2.14 0.30 -1.62 -0.4416
C -1.66 2.05 -0.09 -0.5599
C -1.62 -0.61 -0.83 -0.5686
C 0.82 -3.20 0.37 -0.0719
C 1.52 -0.99 -0.41 0.8490
C -1.32 1.06 0.97 -1.2441
C -0.90 -0.34 0.45 1.3345
C 2.64 -0.29 -0.97 -1.2802
C -0.97 -1.34 1.57 -0.9776
N 0.53 -0.19 0.02 -0.1461
N 1.59 -2.33 -0.27 -0.0512
S 0.41 -4.76 0.20 -0.1063
H -1.79 2.51 -2.13 0.4592
H -2.84 0.15 -2.41 0.4905
H -1.72 3.05 0.29 0.4513
H -0.39 1.32 1.50 0.4597
H -2.02 1.02 1.79 0.5063
H 3.56 -0.57 -0.47 0.3451
H 2.28 0.77 -1.13 0.3265
H 2.86 -0.55 -2.11 0.3791
H -0.89 -0.86 2.52 0.3871
H -0.37 -2.23 1.30 0.0334
H -1.94 -1.77 1.50 0.4634
H 0.75 0.73 -0.13 0.2463
H 2.32 -2.73 -0.82 0.3028



(x)
26
Properties=species:S:1:pos:R:3:mulliken_charge:R:1 method="wB97M-V/def2-TZVPD" total_charge=+1 lumo_energy_ev=-3.72 homo_lumo_gap_ev=8.3
C 3.64 -0.48 0.00 -0.3340
C 3.06 0.73 0.18 -0.9069
C 2.94 -1.63 -0.01 -0.6989
C 1.72 0.83 0.19 -0.0892
C 1.57 -1.56 0.05 -0.5512
C 0.93 -0.32 0.16 1.0010
C -2.19 0.43 -1.36 -0.0569
C -2.34 -0.90 -1.47 -0.7080
C -0.56 -0.28 0.28 -0.2843
C -1.54 1.99 0.39 -0.7074
N -2.46 -1.47 1.22 -0.5609
N -1.10 0.90 -0.46 0.1163
S -1.53 -1.78 -0.01 0.2181
H 4.75 -0.51 0.02 0.3273
H 3.64 1.57 0.14 0.5098
H 3.40 -2.58 0.15 0.3941
H 1.11 1.83 0.25 -0.1561
H 0.94 -2.41 0.21 0.3492
H -2.55 1.27 -1.92 0.4550
H -3.16 -1.27 -1.99 0.5313
H -1.53 -0.35 1.72 0.4695
H -2.25 2.43 -0.22 0.4219
H -2.21 1.49 1.27 0.3211
H -0.76 2.83 0.75 0.2727
H -3.17 -2.12 1.50 0.2069
H -0.36 1.36 -1.06 0.4595



Which of them is the least stable? Correct choice: (x).



(w)
18
Properties=species:S:1:pos:R:3:mulliken_charge:R:1 method="wB97M-V/def2-TZVPD" lumo_energy_ev=-0.11 homo_lumo_gap_ev=8.0
C 0.25 1.45 0.14 -0.5667
C -0.81 2.32 0.13 -0.6933
C -0.13 0.13 -0.35 0.3680
C -1.55 0.30 -0.73 0.2632
C 2.57 -1.33 1.74 -0.2568
C 0.84 -0.87 -0.42 -0.3305
N 3.48 -1.12 0.90 -0.6110
N -1.87 1.57 -0.56 -0.0837
N -2.46 -0.62 -1.14 -0.4414
Br 0.16 -2.52 -1.08 -0.2575
H 1.17 1.37 0.72 0.3932
H -0.99 3.25 0.52 0.4616
H 1.55 -1.44 1.44 0.2650
H 2.82 -1.35 2.72 0.3510
H 3.17 -1.16 -0.09 0.4149
H -2.86 1.92 -0.62 0.2771
H -2.04 -1.49 -1.45 0.1577
H -3.30 -0.41 -1.85 0.2891



(x)
18
Properties=species:S:1:pos:R:3:mulliken_charge:R:1 method="wB97M-V/def2-TZVPD" lumo_energy_ev="-0.37 / -0.23" homo_lumo_gap_ev="7.3 / 7.2"
C -1.84 -1.49 0.55 -0.2148
C -1.95 -0.03 0.29 0.1918
C -1.06 0.95 0.24 -0.1909
C 1.20 -1.14 -0.10 -0.5260
C 0.77 -0.01 -1.00 -0.8119
C 0.97 1.99 0.46 -0.9746
N -0.87 -2.19 0.16 0.1871
N 0.26 -2.21 -0.25 -0.7930
N 0.21 1.02 -0.20 0.1490
Br -3.76 0.59 -0.04 -0.1676
H -2.58 -1.95 1.17 0.4315
H 2.06 -1.51 -0.55 0.3793
H 1.22 -0.82 0.91 0.5119
H 1.63 0.43 -1.52 0.3963
H 0.04 -0.28 -1.78 0.4520
H 0.49 2.26 1.39 0.3498
H 2.06 1.59 0.58 0.3045
H 1.14 2.79 -0.32 0.3255



Which of them is the least stable? Correct choice: (x).



(w)
13
Properties=species:S:1:pos:R:3:lowdin_spin:R:1 method="wB97M-V/def2-TZVPD" multiplicity=2 lumo_energy_ev="-0.51 / -1.19" s_squared=0.8153 homo_lumo_gap_ev="5.9 / 4.3"
O -0.37 0.32 -0.42 0.0408
C -0.09 -0.78 -1.12 0.0032
C 0.44 0.42 0.72 0.0761
O -0.73 -1.02 -2.14 0.0428
O 1.00 -1.36 -0.63 0.0009
C 1.61 -0.48 0.29 0.0140
Li -3.82 0.19 -0.03 0.0663
H -1.20 0.92 1.77 0.3851
H 0.43 0.28 1.81 0.0420
H 2.00 -1.05 1.14 0.0001
H 2.42 0.07 -0.17 0.0014
H 0.69 1.61 0.82 0.0066
Cu -2.39 0.89 -2.04 0.3206



(x)
13
Properties=species:S:1:pos:R:3:lowdin_spin:R:1 method="wB97M-V/def2-TZVPD" multiplicity=2 lumo_energy_ev="-0.75 / -1.70" s_squared=0.7580 homo_lumo_gap_ev="6.5 / 5.7"
O -1.99 -0.48 1.46 -0.0006
C -0.94 0.27 0.90 -0.0008
C -0.09 -0.65 0.05 -0.0056
O 1.05 0.36 -0.62 0.1183
H -2.57 0.09 1.97 -0.0001
H -0.31 0.72 1.68 -0.0003
H -1.35 1.06 0.23 -0.0001
H -0.69 -1.02 -0.80 -0.0008
H 0.05 -1.61 0.56 -0.0006
O 2.18 -0.95 0.47 0.0642
C 2.07 -0.48 -0.73 0.0581
Li 2.08 1.94 -2.14 0.2339
Cu 0.49 0.74 -3.03 0.5344



Which of them is the least stable? Correct choice: (w).



(w)
19
Properties=species:S:1:pos:R:3:lowdin_spin:R:1 method="wB97M-V/def2-TZVPD" multiplicity=2 total_charge=-1 lumo_energy_ev="4.21 / 4.18" s_squared=0.7504 homo_lumo_gap_ev="2.7 / 11.8"
C -0.65 -1.47 -1.41 0.0918
C 0.31 -0.40 -1.99 0.1253
C 0.01 -2.84 -1.26 0.0874
H -0.93 -1.18 -0.39 0.0364
H -1.57 -1.37 -1.99 0.0129
H 0.97 -0.77 -2.78 0.0095
H 0.96 -0.11 -1.15 0.0386
H 0.61 -3.12 -2.13 0.0061
H 0.62 -2.89 -0.36 0.0318
H -0.13 0.51 -2.40 0.0354
H -0.68 -3.70 -1.17 0.0119
C 0.52 2.78 1.85 0.1585
C -0.26 1.76 2.64 0.1789
H -0.03 3.72 1.83 0.0173
H 1.53 2.83 2.29 0.0199
H 0.74 2.61 0.79 0.0319
H -0.56 2.11 3.64 0.0188
H -1.21 1.55 2.13 0.0395
H 0.23 0.81 2.83 0.0480



(x)
19
Properties=species:S:1:pos:R:3:lowdin_spin:R:1 method="wB97M-V/def2-TZVPD" multiplicity=2 total_charge=-1 lumo_energy_ev="4.15 / 4.13" s_squared=0.7503 homo_lumo_gap_ev="2.6 / 11.7"
C -0.80 1.81 1.64 0.0597
C -2.12 1.22 1.09 0.0734
C 0.27 0.70 1.78 0.1582
H -0.54 2.71 1.06 0.0179
H -0.86 2.27 2.61 0.0075
H -3.07 1.49 1.53 0.0090
H 1.11 0.85 2.45 0.0343
H -0.31 -0.17 2.11 0.0243
H 0.62 0.34 0.81 0.0288
H -2.11 1.42 0.01 0.0229
H -2.01 0.13 1.08 0.0156
C 0.52 -1.44 -1.70 0.1808
C 1.84 -1.85 -2.34 0.1936
H -0.15 -2.27 -1.51 0.0301
H 0.78 -0.86 -0.82 0.0190
H 0.05 -0.59 -2.23 0.0414
H 2.64 -1.10 -2.50 0.0372
H 1.74 -2.14 -3.38 0.0183
H 2.41 -2.53 -1.69 0.0283



(y)
19
Properties=species:S:1:pos:R:3:lowdin_spin:R:1 method="wB97M-V/def2-TZVPD" multiplicity=2 total_charge=-1 lumo_energy_ev="4.30 / 4.29" s_squared=0.7503 homo_lumo_gap_ev="2.8 / 11.1"
C -0.79 -2.74 0.64 0.1523
C -0.63 -1.49 1.55 0.0810
H -0.05 -3.46 0.99 0.0158
H -1.83 -3.04 0.63 0.0175
H -0.34 -2.55 -0.34 0.0430
H -1.59 -1.08 1.89 0.0158
H -0.17 -0.60 1.15 0.0044
H -0.06 -1.73 2.45 0.0102
C 0.11 1.93 -0.78 0.0901
C 0.40 1.21 -2.06 0.2461
C 0.96 1.47 0.41 0.0995
H -0.98 1.91 -0.58 0.0264
H -0.03 3.03 -0.70 0.0153
H 0.21 0.12 -2.03 0.0491
H -0.18 1.67 -2.88 0.0453
H 0.81 0.42 0.72 0.0087
H 0.74 2.20 1.21 0.0161
H 1.42 1.21 -2.44 0.0396
H 2.01 1.52 0.17 0.0239



(z)
19
Properties=species:S:1:pos:R:3:lowdin_spin:R:1 method="wB97M-V/def2-TZVPD" multiplicity=2 total_charge=-1 lumo_energy_ev="4.31 / 4.28" s_squared=0.7504 homo_lumo_gap_ev="2.8 / 11.6"
C -0.31 1.10 -1.54 0.0676
C -1.75 1.17 -0.94 0.0994
C 0.79 1.95 -0.89 0.1140
H -0.45 1.37 -2.60 0.0095
H 0.04 0.04 -1.55 0.0254
H -2.08 2.21 -0.90 0.0119
H -2.51 0.67 -1.61 0.0224
H 1.80 1.62 -1.20 0.0305
H -1.66 0.67 0.03 0.0177
H 0.73 1.94 0.21 0.0336
H 0.82 2.99 -1.23 0.0142
C -0.16 -1.92 1.39 0.1983
C 1.33 -2.01 1.67 0.1745
H -0.66 -2.70 1.96 0.0338
H -0.59 -0.96 1.57 0.0319
H -0.45 -2.33 0.39 0.0377
H 1.57 -1.63 2.68 0.0277
H 1.81 -1.19 1.12 0.0275
H 1.75 -2.98 1.43 0.0224



Which of them is the least stable? Correct choice: (y).